## w
Entry from OMol25: the molecule C6H8ClN (wB97M-V/def2-TZVPD).

LUMO (spin up / spin down) in eV: -0.6 / -1.2
Molecular weight in u: 129.59
E_HOMO (spin up / spin down) in hartree: -0.2941 / -0.3022

The geometry in XYZ format:
```
16
Properties=species:S:1:pos:R:3:nbo_charge:R:1
C -0.47365 -0.87017 1.59551 -0.202
C 0.45285 -1.82783 1.16566 -0.315
C -0.88801 0.26709 0.91318 0.014
C 1.12660 -1.96415 0.00151 0.201
C -1.00017 1.70848 -0.89971 -0.453
C 1.98853 -1.22939 -0.76207 -0.487
N -0.58797 0.42546 -0.37665 -0.374
Cl 2.94339 0.28912 -0.10901 -0.195
H -1.02177 -1.01004 2.46532 0.208
H 0.55042 -2.84995 1.64851 0.257
H -1.34164 1.05727 1.47335 0.170
H -0.18232 2.08276 -1.58774 0.219
H -1.75984 1.44492 -1.67547 0.214
H -1.33913 2.36422 0.00399 0.178
H 1.68587 -0.76746 -1.67824 0.292
H 2.87192 -2.00062 -1.02860 0.273
```


## x
Entry from OMol25: the molecule C6H8ClN (wB97M-V/def2-TZVPD).

LUMO in eV: 0.9
Molecular weight in u: 129.59
E_HOMO in hartree: -0.2999

The geometry in XYZ format:
```
16
Properties=species:S:1:pos:R:3:nbo_charge:R:1
C -1.34899 0.68029 1.95089 -0.302
C -1.65775 -0.60649 1.57895 -0.339
C -0.34466 1.13624 1.08831 -0.070
C -0.79764 -0.96973 0.60410 0.161
C 0.84036 0.27796 -0.89049 -0.413
C -0.62988 -2.62951 -0.26996 -0.386
N -0.04785 0.11354 0.22882 -0.357
Cl 1.02537 -3.15721 -0.40697 -0.018
H -1.89129 1.24451 2.64482 0.218
H -2.29624 -1.30082 2.13467 0.222
H 0.14709 2.04711 0.92847 0.202
H 1.45044 -0.64860 -1.04242 0.226
H 0.05554 0.39092 -1.67980 0.211
H 1.52541 1.14157 -0.71388 0.219
H -1.13067 -2.49220 -1.16234 0.209
H -1.19022 -3.00407 0.50763 0.218
```


Most stable to least stable, the ends of the list are x and w.


## w
Entry from OMol25: an isolated ion of composition C9H11N4 and charge +1 (wB97M-V/def2-TZVPD).

LUMO in eV: -2.8
Molecular weight in u: 175.22
Net charge: +1
E_HOMO in hartree: -0.4696

The geometry in XYZ format:
```
24
Properties=species:S:1:pos:R:3:nbo_charge:R:1
C -1.88371 2.16981 0.81541 -0.182
C -1.59028 1.74091 2.10091 -0.163
C -1.37912 1.48801 -0.27989 -0.201
C -0.78060 0.63996 2.30640 -0.203
C -0.56857 0.38499 -0.07711 0.052
C -0.25810 -0.04052 1.21107 0.198
C 2.02151 -2.63435 1.04049 0.244
C 0.53763 -1.89271 2.52032 0.167
C 0.55033 0.36354 -2.29640 -0.422
N 1.49404 -2.82673 2.27178 -0.555
N -0.01604 -0.41040 -1.17124 -0.549
N 0.54828 -1.16321 1.40855 -0.279
N 1.45505 -1.61805 0.47026 -0.362
H -2.51052 3.03273 0.66135 0.240
H -1.99157 2.27015 2.94970 0.241
H -1.62144 1.81778 -1.27695 0.232
H -0.54462 0.28478 3.29602 0.263
H 2.78914 -3.23006 0.59248 0.241
H -0.73275 -1.04538 -1.53736 0.427
H -0.23020 0.84152 -2.88474 0.228
H 1.21764 1.12947 -1.90532 0.238
H 1.11667 -0.30408 -2.94246 0.235
H 1.75786 -3.54317 2.92899 0.448
H 0.78048 -1.00691 -0.71219 0.461
```


## x
Entry from OMol25: an isolated ion of composition C9H11N4 and charge +1 (wB97M-V/def2-TZVPD).

LUMO in eV: -3.6
Molecular weight in u: 175.22
Net charge: +1
E_HOMO in hartree: -0.4458

The geometry in XYZ format:
```
24
Properties=species:S:1:pos:R:3:nbo_charge:R:1
C 2.53613 -1.17515 -0.14288 0.028
C 2.61561 0.12537 -0.14668 -0.147
C 1.23442 1.96056 0.67999 -0.033
C -0.09316 2.26057 0.52914 -0.030
C -2.01022 1.17663 -0.70430 -0.222
C -2.53323 -0.00446 -0.37123 0.082
C 0.19293 -1.98825 -0.17178 0.187
C -0.70338 -1.34290 0.85954 -0.318
C 0.41975 0.74296 -0.98477 0.251
N 1.42477 -1.84845 -0.41548 -0.407
N 1.54125 0.96040 -0.23838 -0.307
N -0.59536 1.47213 -0.46396 -0.302
N -1.96882 -1.07720 0.18560 -0.592
H 3.47583 -1.68322 0.08256 0.249
H 3.53685 0.64877 -0.35386 0.234
H 1.82588 2.27379 1.48279 0.255
H -0.78959 2.72409 1.11625 0.246
H -2.56865 1.97030 -1.13369 0.240
H -3.55336 -0.20718 -0.63968 0.236
H -0.47687 -2.65868 -0.78601 0.194
H -0.98215 -2.12291 1.79753 0.261
H -0.33483 -0.45045 1.37087 0.225
H 0.41947 0.03094 -1.82582 0.268
H -2.61327 -1.78766 0.27422 0.400
```


Most stable to least stable, the ends of the list are w and x.